Formula: C4H4F2
Source: OMol25
Level of theory: the ωB97M-V functional and the def2-TZVPD basis

Results
- Energy above the lowest of the compared OMol25 structures with the same formula, charge and spin: 157.4 kcal/mol
- Gap between HOMO and LUMO (alpha / beta): 9.2 / 8.0 eV
- Total charge: 0

Each atom is followed by the atoms it is bonded to, with distances in Å.
Atoms and positions in Å:
1 H 2.464 0.565 -0.408  C3 1.052
2 H 0.535 1.461 0.076  C6 1.039
3 C 1.889 -0.122 0.144  H1 1.052, H5 1.071, C6 1.555, H9 1.045
4 F -1.137 -1.428 -0.437  C7 1.361
5 H 1.987 -1.106 -0.266  C3 1.071
6 C 0.445 0.431 -0.024  H2 1.039, C3 1.555, C7 1.309
7 C -0.706 -0.150 -0.255  F4 1.361, C6 1.309
8 C -3.649 0.271 -0.622  F10 1.355
9 H 2.235 -0.217 1.125  C3 1.045
10 F -4.063 0.295 0.668  C8 1.355

Results of the Mulliken charge analysis, in e, for atoms 1 through 4: 0.3002 0.2933 -0.9632 -0.1902


Formula: C4H4F2O
Source: OMol25
Level of theory: the ωB97M-V functional and the def2-TZVPD basis

Results
- Energy above the lowest of the compared OMol25 structures with the same formula, charge and spin: 44.4 kcal/mol
- Gap between HOMO and LUMO: 11.4 eV
- Total charge: 0

Each atom is followed by the atoms it is bonded to, with distances in Å.
Atoms and positions in Å:
1 C -0.337 -0.445 1.053  H3 1.090, C5 1.479, F6 1.379, C10 1.512
2 H -0.554 1.545 0.285  C5 1.030
3 H 0.441 -1.208 1.020  C1 1.090
4 C 1.531 -3.183 -0.262  O11 1.146
5 C -0.102 0.642 0.078  C1 1.479, H2 1.030, H7 0.998, C10 1.497
6 F -0.993 -0.034 2.194  C1 1.379
7 H 0.770 0.838 -0.365  C5 0.998
8 H -0.730 -1.206 -0.980  C10 1.018
9 F -2.305 -0.079 -0.406  C10 1.373
10 C -0.999 -0.493 -0.305  C1 1.512, C5 1.497, H8 1.018, F9 1.373
11 O 1.639 -2.507 -1.182  C4 1.146

Results of the Mulliken charge analysis, in e, for atoms 1 through 4: 0.2722 0.2772 0.1413 0.1269


Formula: C4H4F3N2P
Source: OMol25
Level of theory: the ωB97M-V functional and the def2-TZVPD basis

Results
- Energy above the lowest of the compared OMol25 structures with the same formula, charge and spin: 5.9 kcal/mol
- Gap between HOMO and LUMO: 6.3 eV
- Total charge: 0

Each atom is followed by the atoms it is bonded to, with distances in Å.
Atoms and positions in Å:
1 F 0.760 2.580 -1.506  C10 1.311
2 N -1.564 1.004 -0.429  P3 1.529, C13 1.278
3 P -2.886 0.861 0.326  N2 1.529
4 H 1.424 -1.899 1.373  N5 0.991
5 N 0.626 -1.771 1.948  H4 0.991, C7 1.395, H12 0.941
6 H 1.042 -0.875 -0.431  C11 1.071
7 C -0.080 -0.723 1.357  N5 1.395, H9 1.095, C11 1.328
8 F 1.465 0.653 -2.124  C10 1.363
9 H -0.824 -0.439 2.107  C7 1.095
10 C 0.358 1.357 -1.752  F1 1.311, F8 1.363, C13 1.489, F14 1.346
11 C 0.341 -0.323 0.163  H6 1.071, C7 1.328, C13 1.449
12 H 0.271 -2.578 2.277  N5 0.941
13 C -0.337 0.695 -0.613  N2 1.278, C10 1.489, C11 1.449
14 F -0.597 1.458 -2.696  C10 1.346

Results of the Mulliken charge analysis, in e, for atoms 1 through 4: -0.2567 0.0062 -0.2175 0.1919


Formula: C4H4F3NOSi
Source: OMol25
Level of theory: the ωB97M-V functional and the def2-TZVPD basis

Results
- Energy above the lowest of the compared OMol25 structures with the same formula, charge and spin: 32.3 kcal/mol
- Gap between HOMO and LUMO: 9.8 eV
- SMILES: F[Si](F)(F)O[C@H]1C=CC=N1
- Total charge: 0

Each atom is followed by the atoms it is bonded to, with distances in Å.
Atoms and positions in Å:
1 F -3.519 -1.156 1.109  Si2 1.574
2 Si -2.516 -0.221 0.337  F1 1.574, O4 1.558, F6 1.651, F7 1.627
3 H 2.583 1.079 -1.550  C8 1.106
4 O -1.223 -1.037 0.038  Si2 1.558, C11 1.535
5 H 0.514 -0.787 -1.961  C13 1.133
6 F -2.337 1.128 1.272  Si2 1.651
7 F -3.287 0.393 -0.958  Si2 1.627
8 C 1.880 0.628 -0.824  H3 1.106, C9 1.408, C13 1.341
9 C 2.047 0.854 0.556  C8 1.408, N12 1.281, H14 1.027
10 H 0.650 -1.680 0.431  C11 1.071
11 C 0.257 -0.698 0.262  O4 1.535, H10 1.071, N12 1.816, C13 1.514
12 N 1.281 0.275 1.404  C9 1.281, C11 1.816
13 C 0.883 -0.242 -1.039  H5 1.133, C8 1.341, C11 1.514
14 H 2.787 1.464 0.924  C9 1.027

Results of the Mulliken charge analysis, in e, for atoms 1 through 4: -0.2513 0.7468 0.3498 -0.1983